Record 1
Entry from OMol25: a structure of composition C4H6O2 (the ωB97M-V functional and the def2-TZVPD basis).

Output
Relative energy (zero: lowest compared OMol25 entry of this formula, charge and spin)   287.5 kJ/mol
Calculated total energy   -306.3968 Eh
LUMO level   0.8 eV
Net charge   0
Largest force on an atom   0.771 eV Å⁻¹

XYZ file:
```
12
Properties=species:S:1:pos:R:3:forces:R:3:nbo_charge:R:1
O 0.773801 1.048147 -1.352352 -0.1 0.2 -0.1 -0.68
C 0.174996 0.316398 -0.351383 -0.1 -0.1 0.0 0.17
C 0.648735 0.237770 1.063729 0.0 0.3 0.0 -0.48
C 0.501539 -1.012698 0.222781 0.4 -0.1 0.0 0.09
O -0.822202 -1.503816 0.169085 0.0 0.0 0.0 -0.51
C -1.249771 -0.253190 -0.419600 -0.2 0.3 -0.2 -0.09
H 0.612273 1.977487 -1.141273 0.2 -0.1 -0.2 0.47
H 1.693244 0.470721 1.261021 -0.2 0.2 -0.2 0.23
H -0.071548 0.606063 1.781634 0.1 -0.6 0.5 0.22
H 1.333697 -1.669562 -0.004873 -0.1 0.0 0.2 0.21
H -2.055465 0.203136 0.171095 0.2 0.1 -0.1 0.18
H -1.563440 -0.395815 -1.457803 0.0 0.0 0.1 0.19
```
Positions in Å, forces in eV/Å.

Record 2
Entry from OMol25: an isolated molecule of C4H6O2 (the ωB97M-V functional and the def2-TZVPD basis).

Output
Relative energy (zero: lowest compared OMol25 entry of this formula, charge and spin)   72.4 kJ/mol
Calculated total energy   -306.4787 Eh
LUMO level   0.6 eV
Net charge   0
Largest force on an atom   0.520 eV Å⁻¹

XYZ file:
```
12
Properties=species:S:1:pos:R:3:forces:R:3:nbo_charge:R:1
C 1.553905 0.379143 -0.672534 0.0 0.1 -0.1 -0.72
C 0.348591 0.696633 0.178001 -0.1 0.2 0.0 0.60
O -0.018536 1.828740 0.405423 0.2 -0.4 -0.1 -0.53
C -0.450898 -0.484047 0.722132 0.0 -0.1 0.0 -0.62
C -1.807679 -0.512920 0.040543 -0.1 -0.2 -0.1 0.45
O -2.264906 -1.485031 -0.505849 0.2 0.4 0.2 -0.50
H 1.321251 -0.410633 -1.394816 0.0 0.1 0.1 0.23
H 2.365231 0.006887 -0.035646 -0.1 0.0 0.0 0.24
H 1.890920 1.278710 -1.190348 0.0 -0.1 0.1 0.24
H 0.042650 -1.449583 0.587826 0.0 0.2 0.0 0.23
H -0.626218 -0.298760 1.789191 0.0 0.0 -0.1 0.26
H -2.354312 0.450863 0.076082 0.0 -0.1 0.0 0.13
```
Positions in Å, forces in eV/Å.

Record 3
Entry from OMol25: an isolated molecule of C4H6O2 in a non-equilibrium geometry (the ωB97M-V functional and the def2-TZVPD basis).

Output
Relative energy (zero: lowest compared OMol25 entry of this formula, charge and spin)   214.7 kJ/mol
Calculated total energy   -306.4245 Eh
LUMO level   0.8 eV
Net charge   0
Largest force on an atom   1.241 eV Å⁻¹

XYZ file:
```
12
Properties=species:S:1:pos:R:3:forces:R:3:nbo_charge:R:1
O -0.200169 1.998627 -0.484860 0.4 0.0 -0.7 -0.56
C 0.393209 1.003627 -0.834645 -0.2 0.5 -0.3 0.42
C 1.303332 0.260235 0.043759 -0.6 -0.3 0.1 -0.49
C 0.010424 -0.589993 0.610238 0.4 -0.3 0.3 -0.51
C -1.500209 -0.519767 0.094382 0.2 -0.3 0.1 0.42
O -2.165734 -1.526572 0.087177 0.7 0.5 0.0 -0.51
H 0.114076 0.384626 -1.710477 -0.2 0.5 -0.5 0.11
H 2.003063 -0.430829 -0.443886 -0.5 0.2 -0.1 0.22
H 1.909786 0.954359 0.659365 -1.0 -0.7 0.4 0.24
H 0.227678 -1.646328 0.474884 0.1 0.0 0.4 0.24
H -0.119593 -0.337508 1.664571 0.2 -0.1 0.1 0.25
H -1.975863 0.449526 -0.160507 0.4 -0.1 0.1 0.15
```
Positions in Å, forces in eV/Å.

Record 4
Entry from OMol25: an isolated molecule of C4H6O2 (the ωB97M-V functional and the def2-TZVPD basis).

Output
Relative energy (zero: lowest compared OMol25 entry of this formula, charge and spin)   101.1 kJ/mol
Calculated total energy   -306.4678 Eh
LUMO level   0.3 eV
Net charge   0
Largest force on an atom   0.504 eV Å⁻¹

XYZ file:
```
12
Properties=species:S:1:pos:R:3:forces:R:3:nbo_charge:R:1
C 1.301210 -0.064240 0.402378 0.1 0.0 0.1 -0.61
C 0.008073 -0.111750 -0.402566 0.1 0.0 0.0 -0.44
C -0.996045 -1.093218 0.184619 -0.2 -0.2 -0.2 0.45
O -1.735408 -1.774744 -0.479969 0.3 0.3 0.3 -0.50
C -0.689367 1.242706 -0.448046 0.1 0.3 0.2 0.45
O -0.351466 2.190563 0.214962 -0.1 -0.4 -0.3 -0.50
H 2.044728 0.558731 -0.102490 -0.1 -0.1 0.1 0.23
H 1.125616 0.372016 1.389740 0.0 -0.1 -0.1 0.23
H 1.721797 -1.067275 0.528121 -0.1 0.1 0.0 0.22
H 0.169292 -0.425865 -1.441530 0.0 0.0 0.1 0.24
H -1.026145 -1.120682 1.295524 0.0 0.0 -0.1 0.12
H -1.563001 1.295772 -1.130482 0.1 0.0 0.1 0.12
```
Positions in Å, forces in eV/Å.

Record 5
Entry from OMol25: a structure of composition C4H6O2 (the ωB97M-V functional and the def2-TZVPD basis).

Output
Relative energy (zero: lowest compared OMol25 entry of this formula, charge and spin)   50.0 kJ/mol
Calculated total energy   -306.4873 Eh
LUMO level   0.9 eV
Net charge   0
Largest force on an atom   0.679 eV Å⁻¹

XYZ file:
```
12
Properties=species:S:1:pos:R:3:forces:R:3:nbo_charge:R:1
C -1.569806 -0.095080 0.287820 0.0 0.0 0.0 -0.63
C -0.253120 -0.188740 -0.442271 -0.3 0.1 -0.1 0.10
C 0.895848 0.759617 -0.077114 0.1 0.1 0.0 -0.55
C 1.672448 -0.536400 0.099190 0.6 -0.1 0.1 0.80
O 2.805729 -0.874457 0.255634 -0.7 0.2 0.0 -0.54
O 0.571700 -1.332498 -0.040126 0.1 -0.1 0.0 -0.49
H -1.431823 0.030504 1.365637 0.1 0.0 -0.1 0.22
H -2.169643 -0.994682 0.122438 0.1 0.1 0.0 0.23
H -2.132016 0.762052 -0.100370 0.1 -0.1 0.1 0.22
H -0.415085 -0.266858 -1.521095 0.0 0.1 0.1 0.18
H 1.274130 1.457543 -0.825301 -0.1 -0.2 0.1 0.24
H 0.751633 1.278997 0.875554 0.0 -0.1 -0.1 0.24
```
Positions in Å, forces in eV/Å.

Record 6
Entry from OMol25: a cluster of 2 separate species, C4H6O2 in total in a non-equilibrium geometry (the ωB97M-V functional and the def2-TZVPD basis).

Output
Relative energy (zero: lowest compared OMol25 entry of this formula, charge and spin)   539.2 kJ/mol
Calculated total energy   -306.3009 Eh
LUMO level   0.6 eV
Net charge   0
Largest force on an atom   3.799 eV Å⁻¹

XYZ file:
```
12
Properties=species:S:1:pos:R:3:forces:R:3:nbo_charge:R:1
C 1.288184 -0.926018 -0.886661 0.3 0.9 0.8 -0.28
C 0.422054 -0.257444 -0.188670 -3.2 0.1 1.2 -0.08
C 1.838510 -0.043655 0.205337 -0.4 -0.6 -0.2 0.01
C -1.701171 0.023838 0.320326 3.5 -0.1 -1.5 0.07
O 2.512023 1.130129 -0.162009 0.2 0.3 -0.2 -0.73
O -2.198885 0.920160 -0.562531 -0.2 -0.1 0.0 -0.67
H 1.592376 -1.582699 -1.662267 0.0 -0.4 -0.4 0.22
H 2.238041 -0.487144 1.119094 0.0 0.0 -0.1 0.14
H -1.629198 0.432797 1.314360 0.0 0.0 0.1 0.19
H -1.992077 -1.011695 0.214190 -0.1 -0.1 0.1 0.18
H 2.377600 1.801252 0.516023 0.0 -0.1 0.0 0.47
H -2.215100 0.546925 -1.455890 0.0 0.0 0.3 0.49
```
Positions in Å, forces in eV/Å.